(1)
Molecular formula: C47H41F9GeO7P2PdSSb
Method: DFT, wB97M-V/def2-TZVPD

The calculation puts the molar mass at 1283.62 g/mol. The total energy is -184147.60188 eV. The total charge is -2. The value obtained for the LUMO energy (alpha / beta) is 3.741 / 3.417 eV. The spin multiplicity is 2. Its HOMO energy (alpha / beta) is -4.4 / -4.3 eV. The HOMO-LUMO gap (alpha / beta) is 0.29766 / 0.28382 Eh.

Last column: Mulliken spin population.
Positions of all 110 atoms, in Å:
Pd  0.48274  0.06751  1.27069  0.7179
O  -1.44413  0.86412  1.25967  0.1022
P  -2.90783  1.08208  1.45907  -0.0151
C  -3.48430  -0.71289  1.91808  -0.0010
P  -2.68383  -2.06340  0.96870  0.0174
O  -1.23173  -2.20440  1.19135  -0.0056
C  -3.60724  -3.54756  1.52929  0.0007
C  -3.64315  -3.80423  2.89816  0.0005
C  -4.36472  -4.87837  3.39203  -0.0003
C  -5.05568  -5.71127  2.52235  0.0002
C  -4.97658  -5.49647  1.15486  -0.0001
C  -4.24823  -4.42393  0.66060  0.0001
C  -3.10818  -1.96913  -0.78650  -0.0037
C  -4.43685  -1.93028  -1.19990  0.0002
C  -4.74451  -1.94396  -2.54692  -0.0001
C  -3.71802  -1.99367  -3.48082  0.0000
C  -2.39670  -2.01348  -3.06863  0.0001
C  -2.07786  -2.00209  -1.71787  0.0018
C  -3.38067  1.69242  3.10889  -0.0013
C  -4.67183  1.99902  3.51126  -0.0003
C  -4.90282  2.42674  4.81097  0.0000
C  -3.84704  2.54597  5.70296  0.0000
C  -2.55479  2.24235  5.29637  -0.0012
C  -2.31823  1.81344  4.00078  0.0007
C  -3.83877  1.35099  -0.08223  -0.0002
C  -3.05841  1.56400  -1.21366  -0.0044
C  -3.65912  1.87033  -2.42088  -0.0004
C  -5.04128  1.97979  -2.50138  0.0000
C  -5.82008  1.75855  -1.37817  0.0001
C  -5.22035  1.43985  -0.16853  0.0000
H  -4.56992  -0.83024  1.91201  -0.0002
H  -3.10761  -0.85277  2.93557  0.0009
H  -3.08889  -3.16073  3.57060  0.0004
H  -4.39916  -5.06367  4.45815  0.0000
H  -5.65678  -6.52508  2.90909  0.0000
H  -5.49121  -6.15817  0.46875  0.0000
H  -4.18407  -4.26437  -0.40679  0.0001
H  -5.22627  -1.89343  -0.45848  0.0000
H  -5.77906  -1.90677  -2.86378  0.0000
H  -3.95340  -2.00245  -4.53839  0.0000
H  -1.61159  -2.03531  -3.80785  0.0000
H  -1.04933  -1.99629  -1.36822  -0.0024
H  -5.49342  1.91015  2.81056  -0.0001
H  -5.91136  2.65976  5.13256  0.0000
H  -4.03311  2.88062  6.71645  0.0000
H  -1.72938  2.33349  5.98980  0.0002
H  -1.31476  1.57169  3.66279  -0.0028
H  -1.98124  1.50669  -1.13060  0.0058
H  -3.04317  2.02913  -3.29602  0.0000
H  -5.51025  2.23826  -3.44344  0.0000
H  -6.89959  1.83510  -1.44183  -0.0001
H  -5.83476  1.26808  0.70818  0.0001
F  0.50052  1.08830  -0.37591  0.0082
Sb  -0.20700  3.53615  0.78141  -0.0024
F  -2.66312  3.02780  1.20895  0.0003
F  -0.83883  5.36008  1.34340  0.0001
F  -1.10827  3.86679  -0.93900  -0.0002
F  0.85828  1.68151  2.77467  0.2187
F  1.27143  4.56623  -0.16805  0.0000
O  1.49845  -1.61247  -0.50813  0.0110
C  2.40613  -1.46488  0.29905  -0.0330
O  2.34304  -0.58618  1.25862  0.0150
C  3.75190  -2.15928  0.15460  0.0000
C  4.56856  -1.60281  -1.04617  0.0022
Ge  4.33015  0.34521  -1.51298  -0.0089
C  5.82802  0.60645  -2.84182  0.0002
C  6.39655  1.86225  -3.05175  -0.0001
C  7.32726  2.07856  -4.05739  0.0000
C  7.70785  1.03515  -4.88910  0.0000
C  7.14141  -0.21845  -4.71094  0.0000
C  6.21351  -0.42225  -3.69982  0.0000
C  2.88940  0.73608  -2.80231  0.0000
C  2.57081  2.05126  -3.12472  0.0003
C  1.63179  2.32646  -4.10616  0.0004
C  1.04387  1.28871  -4.81468  -0.0001
C  1.38998  -0.02348  -4.52427  0.0003
C  2.29107  -0.29878  -3.50813  -0.0016
C  4.77025  1.63706  -0.08925  0.0017
C  6.11105  1.78690  0.26307  -0.0002
C  6.48854  2.71165  1.22265  0.0000
C  5.52566  3.49251  1.84884  0.0002
C  4.19160  3.34425  1.50711  0.0038
C  3.81634  2.41643  0.54697  -0.0076
H  3.54643  -3.22251  0.03888  0.0001
H  4.28211  -1.98014  1.08985  0.0003
H  4.28785  -2.16593  -1.93793  0.0007
H  5.63279  -1.76065  -0.86251  -0.0001
H  6.10053  2.68552  -2.41138  0.0000
H  7.75478  3.06427  -4.19869  0.0000
H  8.43241  1.20056  -5.67783  0.0000
H  7.42097  -1.03529  -5.36697  0.0000
H  5.77366  -1.40645  -3.57999  0.0000
H  3.01864  2.87219  -2.57496  0.0001
H  1.34874  3.35262  -4.30200  0.0001
H  0.31829  1.50414  -5.59179  0.0000
H  0.95225  -0.83996  -5.08776  0.0000
H  2.50499  -1.32668  -3.24577  0.0012
H  6.86337  1.17806  -0.22750  0.0000
H  7.53588  2.82331  1.47980  0.0000
H  5.82093  4.22008  2.59575  0.0000
H  3.43124  3.94976  1.98062  0.0003
H  2.77495  2.29679  0.30370  -0.0051
F  -0.25618  -4.00946  3.89791  0.0000
C  0.62633  -3.13178  4.41664  0.0011
F  -0.05927  -2.39687  5.31637  0.0000
F  1.50534  -3.86760  5.12763  0.0003
S  1.48171  -2.09488  3.05829  -0.0092
O  2.71616  -1.77810  3.71536  -0.0002
O  1.52968  -3.08187  2.01728  -0.0030
O  0.43779  -1.05208  2.97854  -0.0049

Forces on the atoms, in the same order (eV/Å):
Pd -0.368 0.884 0.951
O 0.780 -0.343 -0.053
P -0.834 0.024 0.447
C 0.651 0.207 -0.940
P -0.456 0.012 0.238
O 0.184 0.077 -0.119
C 0.072 0.131 -0.073
C 0.025 0.018 -0.008
C -0.037 -0.004 0.076
C -0.022 -0.008 -0.044
C -0.044 -0.043 0.026
C 0.004 -0.025 0.036
C -0.076 0.168 0.237
C 0.052 0.154 -0.028
C -0.097 0.050 0.019
C -0.065 0.026 -0.077
C 0.047 -0.017 -0.071
C -0.003 0.081 0.155
C 0.009 0.101 -0.192
C 0.031 -0.078 -0.064
C -0.070 -0.030 0.039
C -0.026 0.047 0.056
C -0.090 -0.040 0.017
C 0.058 -0.095 -0.076
C -0.050 -0.041 0.255
C 0.124 -0.126 0.025
C -0.076 -0.096 -0.017
C 0.034 -0.027 -0.116
C -0.148 -0.017 0.007
C 0.027 -0.133 0.168
H -0.057 0.059 0.031
H -0.105 -0.076 0.015
H -0.028 -0.016 0.066
H 0.025 0.016 0.015
H 0.053 -0.047 0.017
H 0.004 -0.016 -0.001
H -0.037 -0.038 0.004
H -0.057 0.024 -0.023
H -0.005 0.009 -0.043
H 0.006 0.008 -0.008
H 0.163 0.025 -0.060
H 0.002 -0.044 -0.040
H -0.044 0.045 0.051
H 0.001 0.029 -0.021
H -0.001 0.001 0.010
H 0.040 0.011 -0.007
H 0.113 0.083 0.077
H 0.041 0.022 -0.079
H 0.025 0.050 0.004
H -0.013 -0.012 -0.008
H 0.004 0.016 0.015
H -0.035 0.005 -0.018
F 0.501 0.182 0.182
Sb -0.565 2.596 -1.585
F 0.448 -0.537 0.145
F 0.356 -1.067 0.048
F 0.242 -0.549 0.608
F -0.117 -0.615 -0.909
F -0.295 -0.816 0.742
O 0.097 -0.270 0.087
C 0.254 -0.001 -1.382
O -0.172 0.666 -0.400
C -0.069 0.620 0.161
C -0.836 0.337 0.351
Ge 0.955 -0.263 -0.612
C -0.174 -0.026 0.239
C -0.056 0.012 0.108
C 0.046 0.026 -0.044
C 0.001 0.006 -0.036
C 0.069 -0.003 -0.061
C -0.050 -0.091 0.108
C 0.097 -0.042 0.648
C -0.067 0.018 0.223
C -0.021 0.046 -0.051
C 0.044 0.005 -0.066
C -0.086 -0.043 -0.112
C -0.029 -0.027 0.060
C -0.226 -0.410 -0.359
C 0.025 -0.082 -0.070
C 0.103 -0.042 0.044
C 0.004 0.034 -0.066
C -0.057 0.099 0.103
C -0.031 -0.023 0.028
H 0.085 -0.008 0.054
H 0.092 -0.178 -0.023
H 0.095 0.065 -0.095
H 0.004 0.062 -0.113
H 0.044 0.056 -0.002
H -0.008 0.018 0.015
H 0.002 0.001 0.000
H -0.007 -0.013 0.020
H 0.023 -0.030 -0.032
H -0.041 0.005 0.022
H 0.001 0.010 -0.011
H 0.010 -0.021 0.044
H -0.067 0.006 0.039
H -0.011 -0.060 -0.005
H 0.054 0.049 0.012
H -0.005 -0.008 0.024
H -0.022 -0.009 0.007
H -0.035 -0.010 0.014
H -0.260 0.030 -0.074
F 0.070 0.194 -0.078
C -0.298 0.010 -0.055
F 0.130 0.138 -0.116
F 0.145 0.162 -0.233
S -0.157 -2.746 2.676
O 0.011 0.598 -0.138
O 0.046 0.230 -0.441
O -0.025 0.696 -0.510

=====

(2)
Molecular formula: C47H41N5P2S4SeTaTe
Method: DFT, wB97M-V/def2-TZVPD

The calculation puts the molar mass at 1253.60 g/mol. The total energy is -192959.49619 eV. The total charge is +1. The value obtained for the LUMO energy is -4.655 eV. The spin multiplicity is 1. Its HOMO energy is -9.9 eV. The HOMO-LUMO gap is 0.19362 Eh.

Last column: Mulliken charge in e.
Positions of all 102 atoms, in Å:
Ta  -0.19684  -0.14998  0.23973  0.1043
Te  2.39856  -4.36947  -0.58080  0.2108
C  2.39857  -5.29552  -2.53747  0.1946
C  3.52089  -5.16608  -3.34453  -0.1538
C  3.52490  -5.80455  -4.57728  -0.5095
N  2.51170  -6.52292  -5.02188  -0.5995
C  1.44644  -6.64416  -4.25306  -0.4668
C  1.33280  -6.05281  -3.00038  -0.1707
C  1.30025  -2.67136  -1.27642  -1.0668
P  -0.40981  -2.51035  -0.82938  1.2731
C  -0.96350  -3.96378  0.10693  0.6943
C  -1.86921  -4.87857  -0.41666  -0.8999
C  -2.29854  -5.93578  0.37095  -0.7822
C  -1.84786  -6.06613  1.67365  -0.7217
C  -0.92051  -5.16817  2.18501  -0.6934
C  -0.47248  -4.12282  1.40409  -0.1567
C  -1.44226  -2.57690  -2.33727  0.5420
C  -2.66426  -1.90814  -2.34649  -0.4774
C  -3.43893  -1.92118  -3.49269  -0.6650
C  -2.99605  -2.59028  -4.62468  -0.7979
C  -1.78033  -3.25540  -4.61232  -0.7696
C  -1.00051  -3.25089  -3.47074  -0.1121
P  2.01081  -1.05465  -1.03943  1.7527
C  3.59191  -1.28245  -0.14944  1.5166
C  3.54863  -1.61724  1.20425  -0.1279
C  4.70859  -1.93685  1.88414  -0.9518
C  5.92477  -1.93431  1.21691  -0.7467
C  5.97115  -1.61111  -0.12920  -0.8511
C  4.81428  -1.27754  -0.81536  -1.2737
C  2.59882  -0.56638  -2.71320  0.1230
C  2.87675  0.76114  -3.02336  -0.4787
C  3.26241  1.10157  -4.30826  -0.6299
C  3.36165  0.12602  -5.28744  -0.8949
C  3.08591  -1.19753  -4.98347  -0.6564
C  2.70414  -1.54252  -3.70080  0.0373
H  4.37638  -4.59214  -3.01310  0.4504
H  4.38617  -5.74437  -5.22951  0.3876
H  0.64945  -7.25794  -4.65118  0.4022
H  0.44363  -6.19635  -2.39999  0.4610
H  -2.24436  -4.76153  -1.42501  0.4976
H  -2.99952  -6.65130  -0.03387  0.4624
H  -2.22746  -6.86125  2.29830  0.4176
H  -0.55903  -5.28173  3.19449  0.4806
H  0.22795  -3.39490  1.80332  0.3972
H  -3.00148  -1.39283  -1.45045  0.5005
H  -4.38873  -1.40877  -3.50600  0.4681
H  -3.60323  -2.59941  -5.51628  0.4073
H  -1.43973  -3.78074  -5.48988  0.5020
H  -0.04786  -3.76415  -3.44864  0.3549
H  2.59553  -1.63572  1.72244  0.3297
H  4.66465  -2.20035  2.92900  0.4966
H  6.83086  -2.19187  1.74431  0.4632
H  6.91352  -1.62830  -0.65567  0.4610
H  4.85985  -1.02389  -1.86557  0.5189
H  2.80129  1.52396  -2.26140  0.2729
H  3.47493  2.13387  -4.54810  0.4358
H  3.64159  0.40003  -6.29209  0.3358
H  3.15551  -1.95837  -5.74581  0.5220
H  2.48324  -2.57449  -3.46271  0.2142
S  0.69391  -0.16322  2.58506  -0.2511
S  -0.95732  0.48656  3.60151  0.0333
S  -2.19332  -1.13331  3.37959  0.0523
S  -2.10084  -1.46276  1.34604  0.0516
N  0.35593  -1.31619  -6.61766  -0.6999
C  -0.07543  -0.62997  -5.81054  -0.6862
C  -0.63082  0.21930  -4.82359  0.9558
C  -1.45283  1.29019  -5.17412  -0.6359
C  -2.00333  2.04369  -4.15421  -1.3785
C  -1.72323  1.70244  -2.84153  -0.2352
N  -0.91876  0.69854  -2.49945  1.6484
C  -0.38543  -0.02069  -3.47279  0.2770
H  -1.65233  1.51489  -6.21049  0.5922
H  -2.65264  2.87869  -4.36245  0.5422
H  -2.19409  2.24654  -2.03211  0.1061
H  0.24648  -0.84746  -3.18655  -0.6406
Se  -2.14035  1.42889  0.49089  0.3049
C  -2.10410  3.36409  0.60007  0.4656
C  -1.14846  4.05378  1.33021  -0.2770
C  -1.27485  5.42310  1.47885  -0.5742
C  -2.34706  6.09512  0.91347  -0.6119
C  -3.31751  5.39490  0.21506  -0.7011
C  -3.20113  4.02845  0.05922  -0.3731
H  -0.33059  3.51832  1.79129  0.2833
H  -0.54225  5.96244  2.05905  0.4388
H  -2.43451  7.16365  1.02869  0.4116
H  -4.17570  5.90283  -0.19300  0.4116
H  -3.96161  3.45530  -0.45586  0.4584
C  4.96351  2.48931  1.35774  -1.3274
C  3.63618  2.56417  0.70830  0.6951
C  3.11657  3.46660  -0.19526  -1.0611
C  1.81949  3.02121  -0.48730  -0.3651
N  1.55914  1.90805  0.19667  0.2835
N  2.67403  1.64390  0.91201  0.3817
C  0.86560  3.66790  -1.42057  -0.5150
H  5.57655  3.33469  1.05880  0.3918
H  5.47140  1.56766  1.07541  0.2317
H  4.86423  2.49448  2.44111  0.3170
H  3.59032  4.33940  -0.59088  0.5079
H  2.68846  0.89925  1.59750  -0.0019
H  0.78784  4.72905  -1.18709  0.4166
H  -0.11695  3.21322  -1.34680  -0.2924
H  1.22742  3.57941  -2.44366  0.3349

Forces on the atoms, in the same order (eV/Å):
Ta -0.627 0.855 0.895
Te -0.306 -0.053 -1.497
C 0.235 0.093 0.641
C -0.004 0.009 0.083
C 0.263 0.253 0.157
N 0.046 -0.282 -0.558
C -0.339 0.020 0.271
C 0.012 -0.009 0.082
C -0.104 0.206 2.032
P 0.312 -0.479 -1.226
C 0.011 0.258 0.118
C 0.185 0.236 -0.022
C -0.071 -0.159 0.067
C -0.064 -0.029 -0.110
C 0.113 0.083 0.026
C -0.113 -0.049 -0.109
C -0.068 0.138 0.363
C 0.089 -0.239 0.102
C -0.097 0.077 -0.017
C -0.023 0.022 0.030
C -0.033 -0.097 -0.076
C 0.048 0.037 0.270
P 0.121 -1.061 -0.883
C -0.190 0.287 0.169
C -0.062 0.144 -0.156
C 0.004 0.002 0.077
C -0.018 -0.021 -0.050
C 0.102 -0.013 0.011
C -0.234 0.130 0.013
C -0.223 0.413 0.316
C 0.049 -0.144 0.126
C -0.011 0.128 -0.069
C 0.005 0.040 -0.052
C 0.150 0.046 -0.003
C 0.030 -0.075 0.246
H 0.039 -0.018 -0.039
H 0.103 0.066 -0.029
H -0.149 -0.024 0.029
H -0.019 -0.034 0.009
H -0.033 -0.015 0.035
H -0.066 -0.025 -0.003
H 0.030 -0.099 0.012
H 0.044 -0.001 0.133
H -0.010 -0.057 0.062
H -0.034 0.029 -0.125
H -0.115 0.052 -0.004
H -0.068 0.013 -0.110
H 0.055 -0.039 -0.143
H 0.101 0.010 -0.053
H 0.039 -0.131 0.041
H -0.010 -0.021 0.141
H 0.070 -0.029 0.034
H 0.091 0.026 -0.036
H 0.038 -0.027 -0.002
H 0.015 0.068 0.069
H 0.032 0.062 -0.031
H 0.048 0.026 -0.129
H -0.014 -0.053 -0.069
H -0.096 -0.053 0.018
S 0.042 -0.345 -1.191
S -0.646 -0.065 0.458
S 0.329 0.527 0.053
S 1.095 0.454 -0.798
N 0.190 -0.351 -0.434
C 0.076 -0.113 -0.147
C -0.424 0.593 0.572
C 0.141 -0.115 0.192
C 0.042 -0.091 0.050
C -0.230 0.148 0.032
N 0.498 -0.180 0.680
C 0.139 -0.258 -0.425
H -0.021 -0.016 -0.096
H -0.065 0.059 -0.017
H 0.099 0.049 0.020
H -0.036 0.061 -0.129
Se -0.223 0.132 0.432
C 0.340 -0.308 -0.194
C 0.038 -0.169 -0.034
C 0.037 0.080 0.069
C 0.003 0.053 -0.007
C -0.001 0.079 0.003
C 0.144 -0.438 -0.033
H 0.099 -0.013 -0.003
H 0.090 0.091 0.033
H -0.021 0.121 0.049
H -0.091 0.126 -0.076
H -0.076 0.068 -0.053
C 0.088 -0.108 0.147
C -0.248 0.018 -0.270
C -0.093 -0.267 0.174
C 0.105 -0.054 0.155
N -1.041 -0.844 0.024
N 0.378 0.298 0.010
C -0.078 -0.086 -0.010
H 0.013 0.005 0.007
H 0.073 -0.048 -0.032
H 0.045 0.038 0.111
H 0.184 0.224 -0.077
H -0.085 0.137 -0.173
H -0.088 0.007 0.002
H -0.069 0.033 -0.013
H -0.036 -0.032 -0.137

=====

Q: Among the records above, which one has the highest total charge?
A: C47H41N5P2S4SeTaTe

=====

Q: What is the total charge in the first record?
A: -2